Entry from the Open Molecules 2025 dataset: C39H33Br2N5ORe as an isolated structure (ωB97M-V with the def2-TZVPD basis set).

Geometry as XYZ:
```
81
C39H33Br2N5ORe, DFT ωB97M-V with the def2-TZVPD basis set
Re 0.058 0.332 0.235
C 0.003 0.286 4.690
C 0.313 -0.061 3.364
N 0.041 0.726 2.341
C -0.437 1.988 2.595
C -0.817 2.395 3.880
C -0.602 1.485 4.943
C -1.320 3.710 4.051
C -1.354 4.567 2.988
C -0.882 4.189 1.715
C -0.414 2.911 1.502
N 0.185 2.394 0.369
C 1.304 2.973 -0.174
C 1.523 4.290 -0.528
C 2.797 4.703 -0.960
C 3.858 3.841 -1.014
C 3.684 2.490 -0.627
C 4.742 1.552 -0.524
C 4.487 0.304 -0.030
C 3.169 -0.054 0.301
N 2.146 0.769 0.140
C 2.403 2.064 -0.256
H 0.215 -0.421 5.479
H 0.741 -1.027 3.125
H -0.892 1.761 5.947
H -1.654 4.023 5.029
H -1.735 5.570 3.122
H -0.892 4.906 0.909
H 0.721 5.008 -0.471
H 2.935 5.736 -1.247
H 4.835 4.178 -1.326
H 5.742 1.846 -0.808
H 5.274 -0.424 0.102
H 2.933 -1.045 0.657
Br -5.002 1.127 0.137
C -3.785 1.038 -1.300
C -4.261 1.209 -2.607
C -3.401 1.220 -3.670
Br -4.093 1.485 -5.414
C -2.010 1.050 -3.475
C -1.026 1.137 -4.487
C 0.294 1.006 -4.161
C 0.652 0.732 -2.832
N -0.241 0.616 -1.870
C -1.564 0.824 -2.161
C -2.442 0.846 -1.032
O -1.958 0.716 0.169
H -5.321 1.345 -2.763
H -1.331 1.325 -5.506
H 1.068 1.090 -4.908
H 1.687 0.570 -2.565
C -2.064 -2.146 2.853
C -2.252 -3.069 1.654
C -3.166 -2.432 0.618
C -0.953 -3.597 1.066
C -0.700 -4.935 1.340
C 0.334 -5.634 0.746
C 1.052 -4.994 -0.250
C 0.842 -3.659 -0.569
C 1.474 -3.206 -1.875
C 0.369 -2.936 -2.897
C 2.472 -2.069 -1.800
C -0.063 -2.886 0.215
N -0.057 -1.515 0.170
H -3.017 -1.950 3.338
H -1.666 -1.194 2.508
H -1.382 -2.572 3.586
H -2.770 -3.967 2.012
H -2.768 -1.491 0.262
H -4.145 -2.237 1.053
H -3.305 -3.092 -0.240
H -1.364 -5.447 2.022
H 0.514 -6.672 0.987
H 1.773 -5.552 -0.831
H 2.030 -4.077 -2.238
H -0.367 -2.244 -2.492
H -0.146 -3.860 -3.149
H 0.775 -2.513 -3.815
H 1.963 -1.140 -1.560
H 2.986 -1.952 -2.753
H 3.221 -2.265 -1.037
```

## Properties
- LUMO energy (spin up / spin down): -0.403 / -0.431 eV
- 2S+1: 2
- Energy above the lowest of the compared OMol25 structures with the same formula, charge and spin: 91.3 kJ/mol
- ⟨S²⟩: 0.768
- HOMO level (spin up / spin down): -5.5 / -7.0 eV